DFT (ωB97M-V/def2-TZVPD) results for a molecular structure, C30H42EuN2S3Sb.

ORCA input file:
```
! RIJCOSX wB97M-V def2-TZVPD def2/J DEFGRID3
* xyz 1 8
Eu -0.39813 -1.37853 1.88366
C -2.28870 -4.93297 2.02534
C -2.47988 -3.49808 1.60814
C -3.04119 -2.57428 2.50147
C -3.33236 -2.99576 3.91768
C -3.39665 -1.28569 2.05427
C -4.10813 -0.35899 3.00995
C -3.15513 -0.91588 0.71977
C -3.59433 0.42079 0.17534
C -2.53106 -1.82373 -0.15770
C -2.31013 -1.43476 -1.59844
C -2.16137 -3.09918 0.29711
C -1.44467 -4.05993 -0.62079
H -1.31986 -5.10199 2.49886
H -2.37066 -5.60015 1.17078
H -3.05379 -5.22950 2.73939
H -4.31252 -3.47814 3.96921
H -3.32630 -2.15431 4.60447
H -2.58855 -3.70251 4.27942
H -3.41876 0.11300 3.71549
H -4.83002 -0.91013 3.60943
H -4.65678 0.42231 2.49435
H -4.54303 0.32401 -0.35958
H -2.87085 0.82367 -0.53050
H -3.73770 1.16526 0.95028
H -1.37774 -0.88023 -1.73663
H -3.11631 -0.80318 -1.96335
H -2.26667 -2.30547 -2.24657
H -2.14832 -4.68684 -1.17458
H -0.79152 -4.72749 -0.06102
H -0.83329 -3.53784 -1.35329
C 4.42707 -1.45316 -3.84125
C 4.49602 -0.62071 -2.55642
C 5.64545 -1.12600 -1.67109
C 4.76165 0.83741 -2.92122
C 3.19833 -0.79291 -1.77641
C 2.78630 -2.06223 -1.37289
C 1.64932 -2.19761 -0.60812
N 0.89001 -1.15812 -0.23985
C 1.25451 0.06718 -0.63719
C 2.39405 0.27700 -1.39959
C 0.41985 1.19930 -0.13288
C 0.57102 2.49478 -0.58548
C -0.15859 3.53653 -0.00765
C -1.01392 3.20221 1.03423
C -1.12897 1.87780 1.42089
N -0.44130 0.89308 0.85026
C 0.02144 4.96093 -0.51864
C 1.48713 5.37096 -0.32371
C -0.32732 4.99917 -2.01255
C -0.87530 5.94794 0.22258
H 5.36023 -1.34446 -4.39451
H 3.61156 -1.12426 -4.48727
H 4.28682 -2.51433 -3.63475
H 6.59417 -1.01289 -2.19715
H 5.53240 -2.17946 -1.41600
H 5.70578 -0.55756 -0.74159
H 5.70299 0.90580 -3.46631
H 4.85495 1.47006 -2.03664
H 3.98320 1.25049 -3.56581
H 3.35211 -2.94728 -1.62479
H 1.34976 -3.17042 -0.23524
H 2.67852 1.28090 -1.66880
H 1.25323 2.70745 -1.39454
H -1.59740 3.94505 1.55626
H -1.78080 1.60000 2.24277
H 2.16559 4.72116 -0.87729
H 1.77080 5.34453 0.72910
H 1.63876 6.38738 -0.68773
H 0.31871 4.34921 -2.60391
H -0.20081 6.01425 -2.38987
H -1.36137 4.70009 -2.19037
H -0.64558 5.99356 1.28847
H -1.93334 5.70657 0.10800
H -0.72358 6.94803 -0.18335
S 2.17311 -0.40800 2.75751
Sb 1.41694 -1.92760 4.50083
S 0.85653 -3.53922 2.81858
S -0.61564 -0.64610 4.44942
*
```

For the molar mass, the calculation gives 800.61 g mol⁻¹. The gap between HOMO and LUMO (spin up / spin down) is 7.474 / 5.920 eV. For the total energy, the calculation gives -3422.992536 Eh. Its LUMO energy (spin up / spin down) is -0.12459 / -0.17590 Ha. The calculation puts the largest force on an atom at 0.0128 hartree/bohr. The HOMO energy (spin up / spin down) comes out at -10.86 / -10.71 eV.

DFT (ωB97M-V/def2-TZVPD) results for a molecular structure, C30H42N2O2P2Re in a non-equilibrium geometry.

ORCA input file:
```
! RIJCOSX wB97M-V def2-TZVPD def2/J DEFGRID3
* xyz 2 4
P -2.55523 -1.73097 0.15061
P 2.87425 0.31738 1.28244
C 0.85806 -0.60426 -2.25395
C 2.18608 -0.52383 -2.86127
H 0.74431 -0.23394 -1.22253
H -0.01074 -0.41387 -2.89496
H 2.27215 -0.27545 -3.92834
H 2.99834 -0.14106 -2.23503
C 4.18096 1.37553 0.59100
H 4.74553 1.87213 1.39626
H 3.74371 2.16528 -0.04960
H 4.83817 0.74354 -0.02611
C 3.49949 -0.73545 2.63129
H 3.89574 -1.66384 2.18549
H 2.68600 -1.01562 3.32682
H 4.27934 -0.21908 3.21109
C -2.66229 -1.05329 -1.55235
H -3.72166 -0.98177 -1.84714
H -2.11470 -1.68646 -2.26692
H -2.22632 -0.04065 -1.53094
C -3.19796 -3.43408 -0.13363
H -2.60741 -4.11001 0.49950
H -3.09471 -3.72406 -1.18703
H -4.24414 -3.50322 0.19258
Re 1.61019 -2.64757 -2.54302
C 3.06438 -3.42316 -1.54940
C 3.23961 -3.55914 -3.03679
C 3.00499 -4.89370 -3.70699
C 1.49572 -5.22318 -3.85573
C 0.59475 -4.14797 -3.26994
C 0.45007 -4.01709 -1.78867
C 1.17076 -4.97743 -0.85982
C 2.69417 -4.65409 -0.74541
C -4.07807 -0.96213 0.83615
H 3.79835 -2.78743 -1.06716
H 4.08185 -2.99001 -3.43066
H 3.54751 -5.69355 -3.18178
H 3.42923 -4.81492 -4.71787
H 1.28622 -5.27508 -4.92801
H 1.24182 -6.20748 -3.43700
H -0.31563 -3.93497 -3.84239
H -0.55792 -3.75293 -1.44606
H 0.99511 -6.02752 -1.13929
H 0.73283 -4.83893 0.14314
H 2.89705 -4.39981 0.31326
H 3.31827 -5.53003 -1.01436
H -3.79389 -0.31490 1.67650
H -4.75869 -1.74333 1.20159
H -4.58385 -0.35502 0.07341
O 2.10249 1.53046 2.19501
C 0.89833 1.91824 1.78507
N 0.22724 2.92953 2.35749
C -0.96501 3.20683 1.57695
C -0.90070 2.02602 0.57610
O -1.74753 1.74905 -0.27895
N 0.27003 1.32424 0.78267
C -2.18542 3.14043 2.48648
C -3.38238 2.56609 2.05009
C -4.44084 2.37385 2.95217
C -4.29302 2.76595 4.28827
C -3.12174 3.41112 4.70420
C -2.09427 3.64736 3.78710
C -0.78633 4.53109 0.86256
C -1.72358 5.56109 0.97156
C -1.38650 6.84666 0.52346
C -0.13729 7.08432 -0.05367
C 0.75181 6.02444 -0.26361
C 0.39570 4.73136 0.14384
H 0.61614 3.53260 3.08008
H -3.47412 2.24544 1.00603
H -5.36901 1.91508 2.59933
H -5.09329 2.58491 5.00576
H -2.98348 3.74687 5.73639
H -1.21003 4.21689 4.09550
H -2.70136 5.35920 1.41478
H -2.11106 7.65323 0.64113
H 0.15001 8.09782 -0.34503
H 1.72320 6.18472 -0.73752
H 1.04020 3.88352 -0.10430
*
```

For the molar mass, the calculation gives 710.83 g mol⁻¹. The gap between HOMO and LUMO (spin up / spin down) is 5.839 / 3.384 eV. For the total energy, the calculation gives -2188.542437 Eh. Its LUMO energy (spin up / spin down) is -0.26154 / -0.35174 Ha. The calculation puts the largest force on an atom at 0.1203 hartree/bohr. The HOMO energy (spin up / spin down) comes out at -12.96 / -12.96 eV.

DFT (ωB97M-V/def2-TZVPD) results for a molecular structure, C30H42N4OP2Pt in a non-equilibrium geometry.

ORCA input file:
```
! RIJCOSX wB97M-V def2-TZVPD def2/J DEFGRID3
* xyz 0 3
Pt 2.04908 0.96517 -1.29185
C 0.74831 1.84909 4.57954
C 0.98869 0.87053 3.66134
C 0.06733 -0.21349 3.16491
C -0.89650 0.08660 2.01949
C -1.70102 1.35873 2.07198
C -2.00855 2.09622 3.14132
C -1.78117 1.72399 4.56760
C -0.52822 2.35196 5.17728
C 1.05335 2.79107 -1.62079
H 1.62152 2.36121 4.99130
H 2.05338 0.64733 3.49418
H -0.46928 -0.76078 3.95722
H 0.77459 -0.95967 2.77180
H -0.27924 0.21493 1.11882
H -1.51041 -0.82512 1.85955
H -2.20410 1.56116 1.10860
H -2.46556 3.07495 2.97359
H -1.69247 0.64416 4.63173
H -2.64684 1.99951 5.18024
H -0.51077 3.42803 4.96940
H -0.62281 2.32570 6.27884
H 0.05894 2.51687 -1.19999
H 0.93791 2.88999 -2.72074
H 1.36006 3.78115 -1.23983
P -1.01870 0.49724 -2.06295
P 1.65634 -1.77975 -0.43688
N -2.84050 0.46881 -1.57370
N -1.50071 0.14183 -3.79018
N 0.49797 -2.98434 0.44982
N 2.60783 -3.28387 -0.94816
C -0.86944 -1.27528 -1.62563
C 0.58813 -1.70847 -1.96985
C -3.57587 1.64342 -1.39796
C -4.93305 1.31436 -1.20566
C -5.01911 -0.10304 -1.29953
C -3.74608 -0.58863 -1.51634
C -1.11058 0.97870 -4.83703
C -1.70336 0.54723 -6.01970
C -2.52774 -0.57673 -5.69274
C -2.38795 -0.80195 -4.32321
C 0.47437 -3.24060 1.82958
C -0.49896 -4.19445 2.11256
C -1.04532 -4.61650 0.86686
C -0.41186 -3.88279 -0.13517
C 2.55391 -4.64733 -0.60649
C 3.36263 -5.36928 -1.48105
C 3.97042 -4.42255 -2.36203
C 3.49657 -3.17281 -2.02026
H -1.57334 -1.91947 -2.19956
H -1.10662 -1.41010 -0.54642
H 0.57983 -2.69189 -2.49110
H 1.06939 -0.94374 -2.62724
H -3.09740 2.60494 -1.43862
H -5.74119 2.00318 -1.02992
H -5.92505 -0.71236 -1.23628
H -3.42606 -1.62686 -1.65839
H -0.45904 1.81785 -4.63194
H -1.57500 0.99116 -7.00433
H -3.16703 -1.13494 -6.37389
H -2.88395 -1.54493 -3.70898
H 1.21304 -2.79748 2.49402
H -0.78286 -4.56252 3.09767
H -1.79364 -5.38473 0.70579
H -0.52750 -3.95918 -1.21007
H 1.94740 -5.02845 0.21170
H 3.50014 -6.44550 -1.50301
H 4.67919 -4.62732 -3.16505
H 3.68111 -2.18374 -2.43657
C 3.27523 3.59406 2.35946
C 2.84927 3.57569 0.86316
C 3.79503 4.64542 0.25015
O 2.97863 2.29445 0.21351
H 4.33362 3.26810 2.47216
H 2.62358 3.00192 3.01840
H 3.23415 4.62933 2.73945
H 1.79132 4.00539 0.86095
H 4.85733 4.41857 0.52480
H 3.69679 4.77436 -0.84206
H 3.53847 5.62628 0.69237
*
```

For the molar mass, the calculation gives 731.72 g mol⁻¹. The gap between HOMO and LUMO (spin up / spin down) is 7.095 / 5.640 eV. For the total energy, the calculation gives -2264.307175 Eh. Its LUMO energy (spin up / spin down) is -0.03376 / -0.08730 Ha. The calculation puts the largest force on an atom at 0.1074 hartree/bohr. The HOMO energy (spin up / spin down) comes out at -8.01 / -8.02 eV.